No. 1
Molecular formula: C3H3FS2
Method: DFT, ωB97M-V/def2-TZVPD

Structure (XYZ):
```
9
Properties=species:S:1:pos:R:3:mulliken_charge:R:1
F 1.41851 -0.51849 -2.35345 -0.223
C 0.49916 -0.45994 -1.33332 -0.181
C 0.62463 0.51856 -0.39035 -0.154
C -0.28625 0.49157 0.71084 0.193
S -0.32832 1.56626 1.94907 -0.255
S -1.36588 -0.95182 0.90335 -0.246
H -0.29463 -1.17879 -1.23245 0.380
H 1.52486 1.13541 -0.38298 0.319
H -1.79207 -0.60276 2.12929 0.166
```

**SMILES**: F/C=C/C(=S)S
**Spin multiplicity**: 1
**HOMO level**: -8.91 eV
**Relative energy (zero: lowest compared OMol25 entry of this formula, charge and spin)**: 0.502 eV
**Kohn-Sham gap**: 0.290 Ha



No. 2
Molecular formula: C3H3FS2
Method: DFT, ωB97M-V/def2-TZVPD

Structure (XYZ):
```
9
Properties=species:S:1:pos:R:3:mulliken_charge:R:1
F 0.65181 0.34141 -1.57103 -0.307
C 0.03646 0.38204 -0.29610 0.340
C 1.10918 0.02896 0.67409 -0.292
S 1.13982 0.53950 2.15686 -0.198
C -1.13928 -0.56932 -0.32625 -0.268
S -2.56569 -0.24042 0.25159 -0.192
H -0.29967 1.46828 -0.26812 0.304
H 1.97626 -0.44367 0.23601 0.322
H -0.90889 -1.50676 -0.85704 0.291
```

**SMILES**: FC(C=S)C=S
**Spin multiplicity**: 1
**HOMO level**: -9.11 eV
**Relative energy (zero: lowest compared OMol25 entry of this formula, charge and spin)**: 0.922 eV
**Kohn-Sham gap**: 0.292 Ha